(1)
DFT (ωB97M-V/def2-TZVPD) results for C23H34NO3S2SbSeTi as an isolated structure.

```
66
Properties=species:S:1:pos:R:3:nbo_charge:R:1
H -4.388 3.276 -0.316 0.184
Ti 0.738 -0.622 -0.137 1.301
C -3.397 3.441 -3.736 -0.617
C 4.474 -4.625 1.598 -0.204
H -2.110 4.993 -2.934 0.188
C 0.510 5.238 -1.325 -0.616
H -0.859 -5.234 1.706 0.193
H 1.154 3.289 -2.064 0.246
C 3.221 -5.342 -0.750 -0.206
H 0.081 -3.778 2.091 0.232
C -1.210 -3.568 0.387 -0.001
C -3.665 3.446 0.488 -0.621
H 4.144 -7.256 -0.496 0.185
H -2.811 -0.574 0.284 0.231
H -4.174 3.530 -2.970 0.188
H -1.154 -4.967 -1.233 0.196
H 3.562 -2.709 1.335 0.243
H -2.586 -3.618 -2.714 0.196
H 0.289 3.538 2.526 0.206
S -0.639 0.943 1.237 -0.406
H 2.064 0.661 4.973 0.193
C -1.685 -2.325 0.796 -0.270
C 1.516 0.619 2.873 -0.176
H 3.411 0.440 3.859 0.217
C 0.475 1.392 2.531 -0.191
C -2.490 -1.555 -0.042 -0.193
C -0.315 -4.385 1.277 -0.642
H -0.927 2.706 3.479 0.207
Se 1.898 -2.863 -1.250 -0.287
H 0.718 2.867 4.111 0.192
C 2.466 0.965 4.000 -0.639
H -0.138 5.660 -0.552 0.192
H -4.154 4.079 1.238 0.176
C 0.132 2.694 3.207 -0.634
C 0.529 3.715 -1.281 -0.762
H -1.284 3.846 -3.992 0.211
H 0.533 -4.770 0.708 0.241
C 4.655 -5.911 1.102 -0.284
S 1.848 -0.915 2.058 -0.410
C -2.050 3.939 -3.219 -0.788
H -1.402 -1.942 1.770 0.244
H -2.553 5.036 -0.499 0.187
C -2.364 -3.265 -1.714 -0.216
H -1.661 4.196 0.775 0.210
O 1.526 0.680 -1.344 -0.702
O 0.447 1.161 -3.281 -0.535
H 1.512 5.656 -1.172 0.186
H -3.461 2.478 0.951 0.222
C -2.372 4.057 -0.044 -0.791
H 2.680 2.034 4.046 0.195
H 5.276 -6.627 1.629 0.186
O -0.035 -0.676 -2.045 -0.688
H 0.149 5.607 -2.288 0.191
H -3.744 3.994 -4.617 0.177
C 4.020 -6.259 -0.085 -0.248
C 3.026 -4.041 -0.261 -0.176
H 2.724 -5.625 -1.671 0.199
H 4.958 -4.328 2.522 0.192
H -3.405 -1.401 -1.972 0.208
C -1.564 -4.027 -0.880 -0.161
H -3.341 2.385 -4.010 0.208
Sb -1.384 2.745 -1.499 1.156
H 0.923 3.342 -0.334 0.228
C -2.830 -2.023 -1.299 -0.216
C 3.679 -3.704 0.930 -0.261
N 0.815 0.287 -2.460 0.536
```

Output
E_tot (eV): -148704.6194
Multiplicity: 3
Total charge: -2
Frontier orbital gap (spin up / spin down) (eV): 5.7230 / 6.1027
Molecular weight (g/mol): 685.25
HOMO energy (spin up / spin down) (hartree): -0.036 / -0.050
<S²>: 2.010

(2)
DFT (ωB97M-V/def2-TZVPD) results for C23H34NO4PtSi as an isolated structure.

```
64
Properties=species:S:1:pos:R:3:nbo_charge:R:1
H -1.150 2.785 1.820 0.220
H 0.696 -2.656 0.468 0.228
H 4.988 0.094 1.336 0.195
C 2.071 -2.257 -2.601 -0.273
H -1.744 3.620 -0.497 0.254
H -5.025 0.330 -2.014 0.230
H -0.150 -1.100 3.409 0.201
H 5.624 0.974 -0.833 0.196
C 3.291 -2.877 -2.379 -0.192
H 2.872 -3.769 0.854 0.204
H 1.831 -1.798 -3.550 0.218
H 4.552 2.054 -1.741 0.209
C -2.511 3.300 -1.203 -1.141
H -1.731 2.320 3.431 0.191
H -3.342 4.010 -1.163 0.223
H 2.305 0.439 -1.031 0.492
H 4.021 -2.915 -3.177 0.203
O 3.126 0.125 -0.619 -0.751
C 4.876 1.764 -0.741 -0.610
H -2.904 -4.844 -0.843 0.200
C -3.681 -2.866 -0.492 -0.212
C 3.683 1.235 0.062 0.127
C -0.915 2.204 2.712 -0.612
H -0.704 -3.988 -1.606 0.218
C 2.677 2.409 0.168 0.782
O 1.615 2.325 -0.564 -0.799
C -3.407 -1.508 -0.522 -0.290
O -0.010 -1.493 -1.818 -0.510
C 0.401 0.589 1.299 -0.468
H -5.159 2.077 -2.221 0.221
C -2.710 -3.780 -0.863 -0.267
H -4.185 -0.826 -0.214 0.202
C -4.041 1.672 0.831 -1.144
H -3.320 1.867 1.623 0.241
H 4.432 1.632 2.042 0.223
C 3.581 -3.436 -1.144 -0.247
H -1.609 0.305 1.978 0.199
H -4.658 -3.203 -0.168 0.198
H -4.768 2.490 0.832 0.224
O 2.991 3.384 0.834 -0.672
C 1.426 -2.735 -0.326 -0.296
C -0.283 -0.038 3.623 -0.598
H 0.691 -0.461 1.186 0.192
C -1.206 -1.945 -1.303 0.219
C 1.142 -2.190 -1.574 0.391
C -0.680 0.737 2.365 -0.264
C -2.162 -0.978 -0.906 0.233
H -3.964 1.159 -3.147 0.234
H 5.317 2.630 -0.247 0.215
C -4.452 1.243 -2.174 -1.133
C -1.476 -3.303 -1.279 -0.257
H -4.572 0.756 1.090 0.224
N -1.898 0.381 -0.921 -1.142
Si -3.162 1.580 -0.836 1.825
C 2.645 -3.357 -0.122 -0.179
H -1.041 0.060 4.405 0.196
C 4.139 0.773 1.440 -0.617
H 0.662 0.343 4.022 0.197
H -2.069 3.352 -2.201 0.235
H -0.011 2.635 3.150 0.206
H 3.336 0.237 1.947 0.214
H 4.535 -3.917 -0.973 0.202
H 1.283 1.146 1.626 0.178
Pt -0.111 1.204 -0.539 0.615
```

Output
E_tot (eV): -45210.8459
Total charge: -1
Frontier orbital gap (eV): 7.1675
Molecular weight (g/mol): 611.69
HOMO energy (hartree): -0.160

(3)
DFT (ωB97M-V/def2-TZVPD) results for C23H35CaClIN3O2S2 as an isolated structure.

```
68
Properties=species:S:1:pos:R:3:nbo_charge:R:1
H 2.660 1.581 1.593 0.241
H -1.701 -3.700 -0.073 0.245
N -1.341 2.219 0.140 -0.424
C 0.456 5.397 0.455 -0.334
Ca 0.081 -0.619 -0.128 1.774
H 2.723 -1.432 2.053 0.214
H 0.796 1.717 2.536 0.252
H 2.816 -0.256 3.376 0.156
C 3.067 0.588 1.406 -0.233
H 0.735 0.801 4.082 0.142
Cl -3.006 7.063 -0.684 -0.084
H -3.671 -1.760 2.422 0.195
H 3.376 -1.080 -1.481 0.237
N 2.821 0.270 0.008 -0.475
H 1.724 -1.633 -5.038 0.218
S 1.129 -3.167 -0.374 -0.681
C 3.655 -0.827 -0.458 -0.438
H 3.504 -1.727 0.132 0.221
H 1.568 -5.404 -1.965 0.207
H 2.771 1.168 -1.867 0.226
I 2.343 6.101 1.003 0.056
C 0.446 0.806 3.014 -0.440
H 0.597 -1.638 4.004 0.146
H 0.814 -2.460 2.431 0.222
C -2.102 4.496 -0.224 -0.109
C -3.513 -1.875 -1.030 -0.631
H -2.059 -3.520 1.633 0.192
O -1.892 -1.101 0.566 -1.069
H 2.117 -4.808 -3.540 0.186
H 4.724 -0.535 -0.430 0.135
H -4.359 -0.600 1.278 0.195
C -3.619 2.657 -0.453 -0.267
H 3.161 -4.688 -2.114 0.190
H -0.683 -1.577 2.745 0.235
H 2.792 -2.955 -4.557 0.185
H -0.305 7.369 0.065 0.218
C -4.056 -1.643 1.405 -0.622
H 4.153 0.633 1.620 0.150
H -4.597 2.241 -0.664 0.204
C -2.945 -1.983 0.396 0.264
C 1.360 -2.307 -3.034 -0.183
H -2.696 0.723 -0.050 0.248
N 0.974 -0.372 2.337 -0.491
C 3.055 1.426 -0.847 -0.441
C -2.559 1.798 -0.118 0.020
S 0.664 -0.688 -2.798 -0.672
C 0.259 3.995 0.519 0.463
C -0.529 6.310 0.085 -0.229
H 1.107 -3.282 -4.971 0.187
H -4.176 4.692 -0.786 0.209
H -4.294 -2.621 -1.216 0.176
H 2.453 2.267 -0.510 0.244
C -2.488 -3.427 0.632 -0.634
O 1.126 3.183 0.897 -0.752
H 4.122 1.720 -0.831 0.137
C 0.394 -1.578 2.919 -0.437
H -4.938 -2.283 1.289 0.175
C 1.773 -2.564 -4.476 -0.646
C -1.781 5.878 -0.244 -0.106
C 2.434 -0.422 2.352 -0.233
C 1.532 -3.265 -2.099 -0.199
H -0.642 0.794 2.946 0.213
C -1.095 3.557 0.120 0.069
H -3.942 -0.884 -1.200 0.187
C 2.125 -4.610 -2.467 -0.638
H -3.324 -4.132 0.538 0.169
C -3.389 3.999 -0.519 -0.163
H -2.706 -2.024 -1.751 0.228
```

Output
E_tot (eV): -93721.8156
Total charge: -2
Frontier orbital gap (eV): 4.5069
Molecular weight (g/mol): 652.12
HOMO energy (hartree): -0.024